(1)
{"formula": "C30H34BClF7NO23P", "method": "wB97M-V/def2-TZVPD", "energy_ha": -4474.466781, "homo_ev": -3.36, "molar_mass_g_mol": 986.81, "total_charge": -1, "orbital_gap_ev": 4.58, "elements": ["O", "C", "C", "C", "B", "P", "O", "Cl", "N", "C", "C", "C", "C", "C", "C", "H", "H", "H", "H", "H", "H", "H", "H", "H", "H", "H", "H", "H", "C", "C", "O", "C", "O", "O", "F", "H", "H", "H", "C", "C", "O", "C", "O", "O", "F", "H", "H", "H", "C", "C", "O", "C", "O", "O", "F", "H", "H", "H", "C", "C", "O", "C", "O", "O", "F", "H", "H", "H", "C", "C", "O", "C", "O", "O", "F", "H", "H", "H", "C", "C", "O", "C", "O", "O", "F", "H", "H", "H", "C", "C", "O", "C", "O", "O", "F", "H", "H", "H"], "xyz": [[1.7169, -4.9399, 0.5263], [0.7835, -4.6825, -0.2063], [-0.3883, -5.6609, -0.2922], [-0.7098, -6.4029, 1.0277], [-1.9701, -5.7581, 1.8781], [-1.2604, -4.8720, 3.4767], [-2.1182, -3.4241, 3.6546], [-1.7743, -6.0611, 5.1881], [0.8701, -3.4639, -1.0096], [0.0228, -2.3818, -0.5511], [-1.3559, -2.4144, -0.4529], [-2.0762, -1.3144, -0.0421], [-1.4407, -0.1339, 0.2790], [-0.0665, -0.1098, 0.1926], [0.6532, -1.2013, -0.2131], [-1.2997, -5.2099, -0.6958], [-0.0825, -6.4294, -1.0281], [-1.0070, -7.4235, 0.7703], [0.1484, -6.4881, 1.7009], [-2.6763, -5.0024, 1.2422], [-2.6417, -6.6783, 2.3120], [-2.9971, -3.6128, 3.2942], [0.6408, -3.6769, -1.9776], [-1.9163, -3.3050, -0.7189], [-3.1595, -1.3961, -0.0138], [-2.0363, 0.7148, 0.5875], [0.4363, 0.8227, 0.4360], [1.7276, -1.0980, -0.2853], [-0.8101, 4.6557, 0.2051], [-1.6579, 5.3826, -0.8070], [-1.9871, 4.3624, -1.7317], [-1.9934, 3.1897, -1.0247], [-2.4695, 2.1749, -1.4009], [-1.3766, 3.3447, 0.1766], [-0.9449, 6.3462, -1.4520], [0.2394, 4.6059, -0.0903], [-0.8749, 5.0898, 1.1999], [-2.5731, 5.8175, -0.4015], [3.3600, 0.7753, 3.3376], [3.4660, 0.5037, 1.8630], [2.6430, 1.5194, 1.3005], [2.6886, 2.5711, 2.1607], [2.3386, 3.6747, 1.8904], [3.1917, 2.2004, 3.3643], [2.9549, -0.7070, 1.5439], [2.4873, 0.2966, 3.7847], [4.2493, 0.4722, 3.8848], [4.4732, 0.5846, 1.4600], [5.8530, -1.8073, -1.2170], [7.3423, -2.0077, -1.0966], [7.7300, -0.9428, -0.2428], [6.6569, -0.6749, 0.5506], [6.7121, -0.0285, 1.5483], [5.5279, -1.2439, 0.0628], [7.9747, -1.8606, -2.2870], [5.5880, -1.1012, -2.0043], [5.3144, -2.7314, -1.3816], [7.6344, -2.9580, -0.6485], [6.9595, -6.4641, -2.0698], [7.0489, -6.7204, -3.5528], [6.2456, -5.6876, -4.0948], [6.3145, -4.6432, -3.2219], [5.9842, -3.5338, -3.4705], [6.8187, -5.0412, -2.0240], [6.5102, -7.9181, -3.8843], [6.0818, -6.9319, -1.6214], [7.8469, -6.7876, -1.5310], [8.0579, -6.6508, -3.9643], [-5.7282, 9.4244, -1.5286], [-4.3598, 9.0081, -1.9990], [-4.0074, 7.9929, -1.0762], [-5.1810, 7.4209, -0.6690], [-5.2523, 6.3786, -0.1104], [-6.2418, 8.1979, -0.9932], [-3.4676, 10.0284, -1.8930], [-5.6844, 10.1730, -0.7424], [-6.3528, 9.7918, -2.3307], [-4.3313, 8.6050, -3.0131], [-1.7844, -11.6355, 2.5428], [-2.2268, -10.8075, 1.3632], [-1.8232, -9.5085, 1.7238], [-0.7300, -9.6448, 2.5361], [0.0224, -8.7830, 2.8157], [-0.6226, -10.9380, 2.9806], [-3.5787, -10.8290, 1.2210], [-2.5293, -11.6431, 3.3408], [-1.5446, -12.6623, 2.2717], [-1.7590, -11.0853, 0.4154], [-5.4058, 14.2696, -0.1728], [-6.2630, 14.9823, -1.1872], [-6.5917, 13.9459, -2.0957], [-6.5858, 12.7869, -1.3787], [-7.0637, 11.7653, -1.7448], [-5.9647, 12.9531, -0.1851], [-5.5655, 15.9399, -1.8437], [-4.3589, 14.2238, -0.4763], [-5.4676, 14.7122, 0.8184], [-7.1795, 15.4151, -0.7817]], "atomic_forces_ev_per_a": [[-0.633, 0.456, -0.664], [0.803, -0.562, 0.952], [0.233, -0.281, -0.053], [-0.563, 0.414, 0.115], [-0.310, -0.809, 0.435], [1.362, 1.191, -0.288], [-0.364, -1.160, 0.032], [-0.509, -0.014, -0.036], [-0.536, -0.469, -0.201], [0.440, 0.147, 0.014], [-0.408, -0.896, -0.367], [-0.572, 0.032, -0.067], [-0.480, -0.338, 0.205], [-0.118, 1.397, 0.368], [0.696, 0.074, -0.163], [0.252, 0.083, 0.027], [0.145, 0.378, -0.053], [0.153, 0.152, -0.072], [0.182, 0.018, -0.508], [-0.045, 0.320, -0.049], [-0.214, -0.004, -0.047], [-0.002, 0.348, -0.018], [-0.203, -0.105, 0.135], [0.187, 0.032, 0.080], [0.125, 0.073, 0.097], [0.272, 0.029, -0.009], [0.107, -0.196, -0.049], [-0.084, -0.346, -0.080], [0.211, 0.037, 0.394], [0.263, 0.092, -0.247], [-0.169, -0.043, 0.489], [0.073, -0.439, -0.007], [-0.085, 0.220, -0.219], [-0.148, 0.235, -0.282], [-0.104, 0.039, -0.048], [-0.044, 0.083, -0.113], [-0.102, -0.205, 0.053], [0.032, 0.126, -0.109], [0.162, -0.080, 0.468], [-0.324, -0.571, -0.164], [0.431, 0.361, 0.307], [-0.181, 0.137, 0.016], [-0.089, 0.003, 0.008], [-0.058, -0.075, -0.346], [0.146, 0.189, 0.104], [-0.056, -0.055, -0.205], [0.060, 0.258, -0.011], [-0.024, -0.039, -0.002], [-0.487, -0.298, -0.024], [0.027, 0.268, -0.440], [-0.246, -0.304, 0.288], [-0.200, 0.126, 0.134], [-0.034, 0.036, -0.092], [0.701, 0.227, 0.048], [0.174, 0.035, 0.124], [0.200, 0.005, -0.040], [-0.151, 0.069, 0.281], [0.071, -0.011, -0.098], [0.195, -0.138, 0.455], [-0.431, -0.249, -0.060], [0.482, 0.169, 0.262], [-0.273, 0.236, -0.077], [-0.044, -0.160, -0.117], [0.006, -0.116, -0.321], [0.064, 0.023, -0.088], [-0.055, -0.045, -0.187], [0.038, 0.237, 0.025], [-0.035, -0.118, -0.073], [-0.166, -0.247, -0.207], [0.273, 0.208, 0.344], [-0.378, -0.069, -0.343], [-0.185, -0.263, 0.308], [0.108, 0.039, 0.053], [0.441, -0.039, -0.079], [0.050, -0.052, -0.068], [0.195, -0.039, 0.023], [-0.159, -0.227, 0.030], [0.154, 0.089, -0.015], [0.171, -0.441, 0.167], [-0.367, 0.364, 0.231], [0.354, -0.533, -0.068], [0.185, 0.503, 0.314], [-0.012, -0.270, 0.079], [-0.213, 0.039, -0.258], [0.018, -0.035, -0.127], [-0.137, 0.128, -0.139], [0.191, 0.059, 0.037], [-0.169, -0.028, -0.066], [0.183, 0.043, 0.475], [0.344, 0.120, -0.344], [-0.195, -0.078, 0.494], [-0.058, -0.265, -0.145], [-0.176, 0.563, -0.050], [-0.121, 0.189, -0.245], [-0.096, 0.014, -0.025], [-0.061, 0.091, -0.175], [-0.120, -0.205, 0.054], [0.031, 0.109, -0.082]], "mulliken_charge": [-0.5150, 0.0846, -0.2120, -0.4742, 0.5254, 0.0172, -0.4676, -0.3927, -0.2121, -0.2321, 0.0744, -1.1497, -0.5953, -0.3891, 0.1590, 0.2325, 0.3320, -0.2198, 0.4409, -0.3031, -0.2986, 0.2891, 0.3264, 0.1884, 0.3946, 0.4922, 0.4569, 0.5383, -0.4676, 0.5936, -0.3340, 0.6298, -0.4809, -0.2318, -0.3376, 0.2386, 0.2611, 0.1287, -0.5402, 0.5681, -0.2878, 0.6792, -0.5549, -0.3432, -0.1910, 0.2893, 0.3230, 0.0236, -0.3899, 0.5239, -0.3497, 0.5767, -0.5407, -0.2508, -0.3101, 0.2618, 0.2474, 0.2846, -0.4658, 0.2911, -0.3397, 0.6216, -0.4618, -0.2295, -0.2911, 0.3022, 0.2712, 0.2824, -0.3347, 0.3640, -0.2673, 0.6258, -0.5057, -0.3525, -0.2838, 0.1701, 0.3169, 0.2886, -0.4733, 0.2741, -0.2809, 0.5866, -0.3811, -0.3620, -0.2856, 0.2795, 0.2653, 0.2847, -0.4159, 0.3030, -0.2952, 0.6756, -0.5303, -0.3014, -0.2860, 0.2881, 0.2515, 0.2914]}



(2)
{"formula": "C6H8N2O3", "method": "wB97M-V/def2-TZVPD", "s2": 2.009, "energy_ha": -568.468689, "homo_ev": [-3.73, -9.54], "molar_mass_g_mol": 156.14, "orbital_gap_ev": [4.42, 8.56], "spin_multiplicity": 3, "elements": ["C", "C", "C", "C", "C", "C", "N", "N", "O", "O", "O", "H", "H", "H", "H", "H", "H", "H", "H"], "xyz": [[1.4603, -0.9030, -0.5158], [0.3862, -1.7473, -0.3530], [-0.3285, 0.4348, -0.2562], [-1.0088, 1.5867, -0.0582], [0.2580, -3.2206, 0.0059], [0.1993, 3.2555, 1.1237], [-0.7505, -0.9095, -0.2168], [1.0186, 0.4283, -0.5596], [-2.3391, 1.9006, -0.2661], [-0.0703, 2.6698, -0.0172], [1.2281, 3.7590, 1.3810], [2.5781, -1.2228, -0.3968], [-0.6695, -3.5301, -0.4317], [1.0036, -3.8072, -0.5348], [0.3689, -3.5284, 1.0273], [-0.7443, 3.1591, 1.8686], [-1.7399, -1.2492, -0.1407], [1.5638, 1.1986, -0.4387], [-2.4138, 1.7254, -1.2210]], "atomic_forces_ev_per_a": [[1.420, -0.811, 0.493], [-0.172, 1.029, 1.386], [0.323, -2.955, -2.872], [-1.818, 4.048, 3.340], [0.900, 0.637, -1.928], [-3.410, -0.376, 3.149], [-0.212, -0.781, 0.554], [-0.888, -4.442, 0.049], [2.355, -0.320, -0.106], [-1.002, -1.318, -2.170], [1.390, 0.804, 0.116], [-2.410, 0.949, -0.652], [-0.742, -0.491, 0.190], [0.138, 0.181, -0.090], [-0.294, 0.472, 0.724], [1.919, 0.313, -1.292], [1.675, 0.808, -0.045], [1.803, 2.389, 0.364], [-0.976, -0.136, -1.208]], "nbo_charge": [-0.0648, 0.1203, 0.0163, 0.4821, -0.6447, 0.6668, -0.5323, -0.4817, -0.7262, -0.5437, -0.5565, 0.2381, 0.2217, 0.2314, 0.2344, 0.0906, 0.4359, 0.4247, 0.3875]}



(3)
{"formula": "C5H10N3O2", "method": "wB97M-V/def2-TZVPD", "energy_ha": -510.995675, "smiles": "NC(N)=[NH+]C1(OC=O)CC1", "homo_ev": -14.08, "molar_mass_g_mol": 144.15, "total_charge": 1, "orbital_gap_ev": 10.95, "elements": ["N", "C", "N", "N", "C", "O", "C", "O", "C", "C", "H", "H", "H", "H", "H", "H", "H", "H", "H", "H"], "xyz": [[-2.1188, -1.7834, -0.3699], [-1.3908, -0.6979, 0.0286], [-1.8627, -0.0361, 1.0930], [-0.3585, -0.1926, -0.7011], [0.6962, 0.5532, -0.0156], [1.5086, -0.2308, 0.8613], [2.0020, -1.4140, 0.4041], [1.7666, -1.8743, -0.6862], [1.4367, 1.5327, -0.8895], [0.5414, 2.0208, 0.2796], [-2.8368, -2.1905, 0.2462], [-2.0806, -2.2371, -1.3268], [-2.6942, -0.5118, 1.5977], [-1.4611, 0.7990, 1.5992], [-0.2515, -0.5415, -1.6794], [2.7566, -1.7732, 1.2321], [1.1427, 1.8012, -1.8093], [2.4361, 1.6966, -0.8268], [1.1457, 2.5276, 1.1360], [-0.3774, 2.5519, -0.1734]], "atomic_forces_ev_per_a": [[0.248, -0.371, -0.988], [-0.971, 0.420, -0.987], [-1.405, -0.700, 2.335], [-1.010, -0.529, 0.449], [0.925, -0.287, -1.897], [-0.919, 0.434, 0.123], [1.349, -0.140, -0.070], [0.381, 0.224, 1.524], [-1.973, -0.557, 3.350], [0.440, 1.596, -0.290], [0.633, 0.637, -0.562], [0.442, 1.021, 1.844], [2.129, 1.359, -1.086], [-0.233, -1.594, -1.306], [0.450, 0.275, 1.561], [-1.498, 0.193, -1.623], [-1.671, 0.383, -3.232], [2.886, -0.139, 0.884], [-1.579, -1.213, -1.452], [1.378, -1.010, 1.424]], "nbo_charge": [-0.7823, 0.6925, -0.7693, -0.5840, 0.3574, -0.5049, 0.6478, -0.5651, -0.4092, -0.4603, 0.4265, 0.4479, 0.4271, 0.4621, 0.4516, 0.1666, 0.2246, 0.2396, 0.2763, 0.2550]}



(4)
{"formula": "C4H8N2", "method": "wB97M-V/def2-TZVPD", "energy_ha": -266.587262, "homo_ev": -7.07, "molar_mass_g_mol": 84.12, "orbital_gap_ev": 7.40, "elements": ["C", "N", "C", "C", "C", "N", "H", "H", "H", "H", "H", "H", "H", "H"], "xyz": [[-0.5264, -1.4931, -0.7540], [-0.3583, 0.0403, -0.5103], [0.9420, 0.7116, -0.8111], [-0.8672, 0.4082, 0.8287], [0.0470, -0.0393, 1.8867], [0.7611, -0.3456, 2.7415], [0.2231, -1.6753, -1.5433], [-1.0518, 0.3799, -1.1699], [-0.1328, -1.9718, 0.1579], [1.7194, 0.2617, -0.1915], [0.8962, 1.7930, -0.6254], [1.1733, 0.5361, -1.8626], [-1.8292, -0.0996, 0.9347], [-0.9964, 1.4939, 0.9186]], "atomic_forces_ev_per_a": [[0.430, 0.102, 0.041], [-0.140, 0.145, -0.045], [0.130, -0.135, -0.047], [-0.074, -0.050, 0.038], [0.576, -0.270, 0.683], [-0.667, 0.312, -0.810], [-0.215, -0.106, 0.103], [0.070, 0.264, 0.063], [0.073, 0.184, -0.114], [-0.143, -0.001, -0.046], [-0.116, -0.218, -0.006], [-0.043, -0.041, 0.162], [0.093, 0.027, 0.054], [0.026, -0.213, -0.077]], "nbo_charge": [-0.7495, -0.3674, -0.4299, -0.3224, 0.2549, -0.2774, 0.1454, 0.4246, 0.1486, 0.2317, 0.1984, 0.2265, 0.2786, 0.2380]}